[1]
DFT (ωB97M-V with the def2-TZVPD basis set) results for C20H25N3O3S in the gas phase.

Atoms and positions in Å:
C  5.08798  -1.66345  -6.32389
C  3.92478  -0.91133  -5.71349
O  3.58537  0.19167  -6.06491
N  3.31305  -1.63149  -4.71888
C  2.21095  -1.29136  -3.93742
C  1.80884  -2.19993  -2.95336
C  0.72148  -1.92117  -2.15098
C  0.03096  -0.73715  -2.33012
C  0.41446  0.16930  -3.29917
C  1.50505  -0.10028  -4.10634
H  1.81385  0.59790  -4.86606
H  -0.15620  1.07719  -3.41502
S  -1.35789  -0.40691  -1.25731
O  -2.14462  -1.59809  -1.12699
O  -2.01320  0.79984  -1.68066
N  -0.54842  -0.18049  0.20260
C  0.12060  1.09960  0.26895
C  0.99668  1.14154  1.51939
N  0.17179  0.92574  2.68829
C  0.82879  1.18250  3.95927
H  0.95677  0.25393  4.52994
C  0.00657  2.18318  4.79271
C  -1.36114  1.63936  5.08088
C  -1.58217  0.82179  6.18208
C  -2.83188  0.27536  6.41569
C  -3.87716  0.53738  5.54659
C  -3.66705  1.35241  4.44698
C  -2.41802  1.90091  4.21790
H  -2.25263  2.53225  3.35799
H  -4.47990  1.56018  3.76649
H  -4.85219  0.10935  5.72714
H  -2.99043  -0.35674  7.27763
H  -0.76842  0.61291  6.86303
H  0.54031  2.38269  5.72404
H  -0.07651  3.11235  4.22834
H  1.82295  1.60547  3.78736
C  -0.48067  -0.36624  2.61274
C  -1.37047  -0.40340  1.37588
H  -2.14317  0.37251  1.46440
H  -1.85064  -1.37430  1.25704
H  0.25629  -1.18801  2.55131
H  -1.09598  -0.50539  3.50237
H  1.78654  0.37322  1.42320
H  1.46736  2.12415  1.59237
H  -0.61410  1.91559  0.30211
H  0.72959  1.20880  -0.63069
H  0.38641  -2.60820  -1.39132
H  2.35294  -3.12525  -2.82549
H  3.70607  -2.54051  -4.51464
H  5.83428  -1.88636  -5.56415
H  4.74257  -2.59723  -6.76273
H  5.53974  -1.05145  -7.09878

Forces on the atoms, in the same order (eV/Å):
C -0.001 0.218 -0.139
C 0.334 -0.346 -0.064
O -0.092 0.265 -0.089
N 0.049 -0.401 0.197
C -0.324 0.252 0.145
C -0.087 0.081 0.014
C 0.111 -0.131 -0.071
C -0.493 0.279 0.343
C -0.145 -0.046 0.122
C 0.094 0.048 -0.144
H -0.017 0.003 0.013
H -0.013 0.141 -0.066
S 0.416 -0.076 0.048
O 0.137 -0.166 0.156
O 0.263 0.102 -0.057
N -0.343 -0.314 -0.863
C 0.451 0.513 0.021
C -0.075 -0.023 -0.262
N 0.103 -0.036 -0.043
C -0.109 0.310 0.113
H 0.065 0.016 -0.034
C 0.204 -0.298 -0.051
C 0.013 0.171 0.062
C 0.017 0.023 -0.027
C -0.023 -0.096 0.072
C -0.095 -0.069 0.014
C -0.092 -0.012 -0.048
C 0.002 0.033 0.041
H 0.027 0.075 -0.095
H -0.067 0.025 -0.059
H -0.078 -0.028 0.014
H -0.015 -0.042 0.065
H 0.090 -0.010 0.073
H -0.010 0.081 0.036
H 0.055 0.048 0.022
H -0.001 -0.085 -0.010
C -0.220 -0.035 -0.231
C -0.392 -0.372 0.432
H 0.004 -0.053 0.067
H -0.030 0.043 0.176
H -0.053 0.019 0.052
H 0.006 -0.061 -0.044
H 0.005 0.087 0.015
H 0.017 -0.046 -0.042
H 0.104 -0.007 0.000
H 0.077 0.136 0.077
H 0.055 -0.171 0.088
H 0.042 -0.098 0.027
H -0.014 0.199 -0.113
H 0.065 -0.059 0.052
H 0.004 -0.101 -0.018
H -0.021 0.011 0.015

Output
Max |F|   0.98 eV/A
SMILES   CC(=O)Nc1ccc(S(=O)(=O)N2CCN(CCc3ccccc3)CC2)cc1
Orbital gap   9.151 eV
Calculated total energy   -1565.30516 a.u.
Net charge   0
Highest occupied orbital energy   -0.319 hartree
LUMO level   0.47 eV
ΔE to the lowest compared entry with this formula, charge and spin   47.98 kcal per mole


[2]
DFT (ωB97M-V with the def2-TZVPD basis set) results for CoF6IN3O12S6 as an isolated structure in a non-equilibrium geometry.

Atoms and positions in Å:
Co  0.43587  -0.46224  0.23553
I  2.09496  -2.65685  1.19111
N  -1.47765  -0.92671  0.34038
S  -2.40153  -2.00517  1.23669
O  -3.35002  -2.75396  0.44968
O  -2.70586  -1.55179  2.58601
F  -1.22584  -3.13231  1.50665
S  -2.68882  -0.23762  -0.37531
O  -3.81603  0.22101  0.45437
O  -2.99008  -0.58037  -1.73642
F  -1.90081  1.16224  -0.48961
N  0.97178  0.94889  1.47373
S  0.06131  2.04311  2.48317
O  -0.76199  3.02387  1.77586
O  0.57260  2.32505  3.82261
F  -1.05931  0.90016  2.82548
S  2.27464  1.75370  1.83599
O  3.14396  1.15681  2.88374
O  2.31021  3.21367  1.61534
F  3.14779  1.14944  0.63047
N  0.83452  -0.29735  -1.66048
S  0.39555  -1.33490  -2.96108
O  1.42076  -2.13131  -3.66203
O  -0.74875  -0.92330  -3.74041
F  -0.22592  -2.42593  -1.95938
S  1.65572  0.50813  -2.65088
O  1.04872  1.33128  -3.66294
O  2.96875  0.01099  -2.90579
F  2.01547  1.67135  -1.54258

Forces on the atoms, in the same order (eV/Å):
Co 1.161 -1.774 1.020
I -0.640 0.987 -0.455
N -2.286 -2.779 1.668
S 1.997 -3.374 3.726
O 0.642 1.314 0.450
O 0.322 -0.486 -2.588
F -1.284 1.612 -0.512
S -3.178 6.240 -2.506
O 1.896 -2.000 -0.824
O 0.633 -0.528 1.271
F 0.275 -0.199 -0.535
N -1.529 3.940 2.958
S -6.493 -0.665 1.187
O 2.376 -1.552 0.982
O 0.047 -0.341 -2.638
F 0.992 0.755 -0.376
S 9.747 -1.172 -0.613
O -3.011 1.974 -0.972
O -1.115 -2.809 0.642
F -0.634 0.577 -0.396
N -2.053 -2.847 -3.110
S -3.312 -6.475 -0.883
O -1.543 2.414 1.755
O 1.629 0.317 1.093
F 0.292 0.540 -0.278
S 6.674 8.941 0.749
O -0.598 -1.543 0.230
O -0.446 -0.614 -0.445
F -0.561 -0.451 -0.601

Output
Multiplicity   4
Max |F|   11.18 eV/A
Orbital gap (spin up / spin down)   7.351 / 6.987 eV
⟨S²⟩   3.7582
Calculated total energy   -5735.94976 a.u.
Net charge   -2
Highest occupied orbital energy (spin up / spin down)   -0.122 / -0.121 hartree
LUMO level (spin up / spin down)   4.03 / 3.70 eV
ΔE to the lowest compared entry with this formula, charge and spin   0.92 kcal per mole


[3]
DFT (ωB97M-V with the def2-TZVPD basis set) results for a 11-piece molecular cluster, C28H61B6F24N8O2 overall in a non-equilibrium geometry.

Atoms and positions in Å:
C  -0.72965  2.32351  -17.70924
C  -0.19497  1.47321  -16.54772
N  1.12245  0.80106  -16.80768
C  2.39240  1.41738  -16.50058
C  3.42230  0.60118  -16.97173
N  2.82280  -0.59611  -17.36813
C  1.46782  -0.42808  -17.37132
C  3.51150  -1.74587  -17.96304
H  -0.12745  3.14070  -18.10631
H  -1.67722  2.76039  -17.39405
H  -0.84285  1.70177  -18.59735
H  -0.86618  0.68891  -16.19780
H  -0.12797  2.07872  -15.64385
H  2.49487  2.36048  -15.98436
H  4.49025  0.73117  -16.87684
H  0.77146  -1.07167  -17.88831
H  4.17881  -2.21420  -17.23952
H  4.02112  -1.33394  -18.83407
H  2.83075  -2.42774  -18.47271
C  10.61136  10.35341  -9.77796
C  10.45838  9.38436  -10.95784
N  9.21984  8.63275  -10.75557
C  8.89984  7.58760  -9.88276
C  7.63490  7.10251  -10.10718
N  7.17130  7.78889  -11.18222
C  8.09966  8.73707  -11.56192
C  5.92378  7.58971  -11.81845
H  11.08887  11.28364  -10.08575
H  11.23018  9.94947  -8.97671
H  9.72878  10.77501  -9.29689
H  11.21947  8.63361  -11.17051
H  10.30675  10.09391  -11.77126
H  9.71482  7.41437  -9.19559
H  7.03501  6.41578  -9.52844
H  7.98798  9.41167  -12.39788
H  5.38745  6.77278  -11.33568
H  6.22938  7.43756  -12.85362
H  5.30388  8.48572  -11.85013
C  2.90307  12.46665  -14.07551
C  1.42259  12.07139  -14.38658
N  1.25255  11.42000  -15.71018
C  1.76527  10.16655  -16.11836
C  1.28132  9.81768  -17.37892
N  0.43627  10.88440  -17.70874
C  0.42075  11.79609  -16.71964
C  -0.39413  11.03107  -18.90538
H  3.59228  11.62894  -14.18196
H  3.05844  12.91406  -13.09378
H  3.17946  13.20094  -14.83216
H  0.86490  13.00791  -14.39246
H  1.09846  11.39336  -13.59708
H  2.30450  9.62829  -15.35294
H  1.44267  8.99590  -18.06084
H  -0.21074  12.67105  -16.67431
H  -0.33946  10.16106  -19.55975
H  -0.01669  11.90700  -19.43300
H  -1.42415  11.21186  -18.59800
C  -0.08819  5.06192  -14.75105
N  0.69616  6.06849  -13.91823
C  0.70751  7.35385  -14.78662
C  -0.02842  6.46773  -12.60994
C  2.11136  5.50114  -13.59992
C  2.99381  6.32056  -12.72382
O  3.17002  7.64229  -13.25662
H  -0.34051  4.17195  -14.17451
H  0.55722  4.88397  -15.61122
H  -1.03842  5.45613  -15.11127
H  1.60454  7.26369  -15.39923
H  0.81282  8.18828  -14.09326
H  -0.11884  7.57624  -15.46174
H  0.54394  7.31225  -12.22619
H  -0.12820  5.57221  -11.99659
H  -0.99367  6.87600  -12.90945
H  2.58635  5.21146  -14.53725
H  1.79653  4.59915  -13.07516
H  3.91985  5.76747  -12.56687
H  2.58209  6.46105  -11.72439
H  3.75622  7.48347  -14.00009
C  2.07743  9.32193  -10.77998
N  1.30217  10.46372  -10.05217
C  1.67718  10.36800  -8.54970
C  1.73360  11.85359  -10.58119
C  -0.28837  10.27750  -10.00901
C  -1.01198  10.63619  -11.33155
O  -0.60565  9.76615  -12.36633
H  3.14526  9.37351  -10.56742
H  1.94491  9.51291  -11.84491
H  1.67899  8.34021  -10.52391
H  1.52118  9.38733  -8.10021
H  1.11791  11.09290  -7.95825
H  2.70557  10.72929  -8.54957
H  1.33568  12.03364  -11.57986
H  2.81839  11.82278  -10.47933
H  1.38673  12.63503  -9.90506
H  -0.71316  10.87570  -9.20291
H  -0.37829  9.20800  -9.81880
H  -1.06695  11.66403  -11.69019
H  -2.05367  10.34708  -11.19228
H  -1.30500  9.75714  -13.02393
B  -0.44191  6.25234  -18.21687
F  -0.45956  5.31934  -19.22415
F  0.79105  6.15655  -17.55448
F  -0.74699  7.53167  -18.63079
F  -1.44706  5.89967  -17.35689
B  5.47089  4.28364  -16.89549
F  6.36187  4.39373  -15.90198
F  4.17338  4.25886  -16.41598
F  5.66594  5.47900  -17.59954
F  5.64112  3.08111  -17.59470
B  4.13028  5.05569  -9.67360
F  2.84635  4.43278  -9.66771
F  3.97995  6.43309  -9.60686
F  4.78134  4.61891  -8.56107
F  4.82470  4.70292  -10.78402
B  4.98691  8.08336  -15.85592
F  3.77483  7.74682  -16.42015
F  5.31602  6.95178  -15.16336
F  5.87053  8.18017  -16.85681
F  4.91846  9.18111  -14.99350
B  -2.68607  9.72356  -14.73525
F  -2.64092  8.52236  -14.04625
F  -3.84422  9.82065  -15.52809
F  -2.66472  10.71976  -13.83119
F  -1.52555  9.92288  -15.46543
B  0.69741  2.10063  -12.68274
F  0.66060  3.21043  -11.81760
F  -0.56289  1.98268  -13.21241
F  1.62326  2.27636  -13.69520
F  0.90711  0.92002  -11.96145

Forces on the atoms, in the same order (eV/Å):
C 0.203 -0.684 -0.333
C 0.117 0.021 0.046
N 3.855 -0.856 -0.326
C -0.287 -1.390 -1.302
C -2.058 0.136 1.588
N -1.936 0.955 -0.619
C -0.022 2.111 1.081
C -0.064 0.930 -0.963
H 0.425 0.136 0.776
H -0.046 -0.114 -0.167
H -0.537 -0.228 0.000
H -0.208 -0.122 -0.562
H 0.776 -0.008 -0.009
H -0.187 0.068 -0.155
H -0.104 0.088 -0.105
H 0.073 -0.140 0.376
H -0.161 -0.018 -0.236
H 0.763 -0.076 0.297
H -0.350 -0.166 0.825
C 1.498 0.414 0.833
C -1.417 0.963 0.924
N -4.325 -1.493 -2.004
C 1.672 0.916 0.463
C 1.486 0.767 0.279
N 2.690 2.710 0.669
C 0.230 -1.599 1.282
C -1.006 0.097 -1.579
H 0.497 -0.209 -0.312
H -0.036 -0.066 0.056
H -0.612 -0.812 -0.402
H 0.383 0.596 0.234
H -0.068 -0.850 -0.627
H -0.585 -0.706 0.407
H -0.003 -0.243 -0.312
H -0.055 -0.158 0.015
H 0.161 0.009 -0.359
H -0.904 -0.698 -0.301
H 0.084 0.046 0.351
C -0.369 -0.246 -1.248
C 1.278 0.051 0.079
N -0.792 -1.222 -2.020
C -0.296 -0.003 0.191
C -0.074 2.031 1.932
N 0.272 0.180 1.014
C 0.558 -0.562 0.590
C 0.103 0.422 -0.087
H -0.106 -0.178 0.021
H -0.398 -0.025 0.030
H 0.273 0.103 0.098
H -0.423 -0.341 -0.018
H -0.587 -0.108 -0.339
H 0.487 -0.301 -0.604
H -0.014 -0.193 0.369
H 0.063 -0.127 -0.196
H 0.075 -0.077 0.419
H -0.131 -0.065 -0.210
H 0.054 -0.219 -0.041
C 0.272 -0.116 0.499
N -1.313 1.618 -0.334
C 1.511 -0.074 0.436
C 0.355 -0.477 -1.734
C -1.781 -0.904 -0.178
C -0.696 0.810 0.390
O 0.325 -0.396 0.692
H 0.585 -0.054 0.140
H -0.228 -0.279 0.003
H 0.320 0.569 0.112
H -0.043 0.155 -0.054
H 0.115 -0.053 -0.123
H -0.475 -0.915 0.445
H -0.006 -0.448 0.400
H 0.231 0.217 0.215
H -0.079 -0.199 -0.020
H -0.050 0.267 -0.197
H 0.576 -0.240 0.074
H 0.061 0.058 -0.320
H -0.147 -0.209 0.028
H 0.450 0.380 -0.675
C -0.849 1.090 -0.651
N -1.031 -0.071 1.711
C 0.484 1.197 -1.029
C -0.195 -1.395 1.075
C 1.018 0.336 -2.146
C -0.674 -1.717 -0.231
O 1.690 0.228 0.745
H -0.187 0.163 0.397
H -0.078 -0.288 0.029
H -0.041 0.240 0.207
H 0.234 -0.099 -0.612
H -0.259 0.041 -0.335
H 0.186 -0.626 0.458
H 0.321 -0.330 0.128
H -0.010 0.192 -0.635
H -0.304 -0.212 0.055
H 0.456 0.003 0.070
H -0.274 0.115 0.013
H 0.581 0.399 0.498
H -0.340 0.401 0.765
H -0.350 -0.065 -0.386
B 0.168 -0.725 0.505
F 0.226 -0.524 -1.542
F 0.386 0.533 0.057
F 0.545 1.437 -0.817
F -1.358 -0.555 1.649
B -0.459 1.426 -0.669
F 1.862 -0.893 2.450
F -1.580 -0.242 0.655
F -0.301 -0.352 -1.545
F 0.368 -0.628 -0.862
B -2.251 -1.631 0.671
F 0.287 0.645 -0.295
F -0.091 1.797 -0.085
F 1.285 -0.210 1.556
F 1.049 -0.080 -1.548
B -0.138 -1.796 -1.113
F -2.340 1.021 -0.237
F 0.635 -1.083 2.695
F 1.791 1.721 -1.341
F -0.143 1.121 0.513
B -1.163 -0.944 -1.931
F 0.158 -0.834 0.299
F 0.392 -0.109 0.078
F -0.412 2.498 2.561
F 1.048 -0.287 -1.134
B -0.277 -0.494 1.437
F 0.393 0.400 0.047
F -1.691 0.056 -1.343
F 0.650 0.121 -0.582
F 0.682 -0.144 0.136

Output
Max |F|   4.99 eV/A
Orbital gap   7.336 eV
Calculated total energy   -4239.17648 a.u.
Net charge   -1
Highest occupied orbital energy   -0.243 hartree
LUMO level   0.73 eV


Q: max |F| of number 1 (C20H25N3O3S)?
A: 0.98 eV/A


Q: Which formula does entry 2 have?
A: CoF6IN3O12S6


Q: Among the records above, which one has the lowest calculated total energy?
A: CoF6IN3O12S6


Q: Among the records above, which one has the highest net charge?
A: C20H25N3O3S